This record from the Open Molecules 2025 dataset describes a 2-piece molecular cluster, C10H15FSi overall at a distorted geometry. The level of theory is the ωB97M-V functional and the def2-TZVPD basis.

The geometry in XYZ format:
```
27
Properties=species:S:1:pos:R:3:forces:R:3:mulliken_charge:R:1
C 0.3145 3.3417 -1.3799 -0.028 0.633 0.827 -0.300
C 1.2733 2.4757 -0.9064 1.116 -0.243 0.360 -0.540
C -1.0540 3.0523 -1.1979 1.853 -1.771 -0.853 -0.720
C 0.9113 1.2865 -0.3002 0.986 -1.783 1.658 -0.051
C -1.4005 1.7771 -0.7370 -0.431 0.123 0.591 -0.225
C -0.4105 0.8993 -0.1974 -2.075 0.121 -0.039 0.218
C 1.3521 -1.6833 -1.9796 -0.865 2.879 3.016 -0.606
C 0.0332 -1.2241 3.1276 -0.355 1.475 1.921 -1.281
C 0.4707 -2.5089 -1.0744 -1.504 -0.835 0.284 -0.841
C -1.2062 -1.3626 2.3038 -0.378 -2.122 -0.524 -0.304
F -2.6272 -0.8994 0.0849 -0.149 0.296 -0.422 -0.271
Si -1.0836 -0.7584 0.4936 1.726 -1.999 -1.476 0.379
H 0.7192 4.3020 -1.7199 -0.731 -0.278 -0.255 0.323
H 2.3438 2.7350 -0.9423 -0.654 -0.063 -0.123 0.315
H -1.7439 3.6591 -1.6998 -1.188 0.933 -0.137 0.375
H 1.6459 0.5881 0.2411 -0.717 1.358 -1.203 0.278
H -2.4801 1.4873 -0.7254 1.076 0.233 0.032 0.341
H 2.0470 -2.1559 -2.6270 0.245 -0.748 -0.814 0.416
H 0.5362 -1.0752 -2.4453 1.450 -0.052 -0.529 0.176
H 1.9562 -0.9836 -1.2946 -0.641 -0.718 -1.350 0.071
H 0.1482 -0.1517 3.2888 0.002 0.209 0.744 0.368
H -0.0212 -1.7512 4.1299 0.221 0.592 -1.272 0.297
H 0.9357 -1.3942 2.6169 1.182 -1.192 -0.695 0.365
H 0.9045 -3.1895 -0.3170 0.009 0.551 -0.410 0.335
H -0.1194 -3.1324 -1.8206 -0.138 0.605 1.522 0.276
H -2.0456 -0.7966 2.7723 0.343 -0.716 -0.335 0.360
H -1.3995 -2.5373 2.3057 -0.355 2.513 -0.518 0.245
```
Positions in Å, forces in eV/Å.

Computed properties:
net charge = 0
spin multiplicity = 1
gap between HOMO and LUMO = 8.440 eV
energy above the lowest of the compared OMol25 structures with the same formula, charge and spin = 0.0 kJ/mol
E = -21206.921 eV
highest occupied orbital energy = -7.866 eV